{"formula": "C27H72O27S9", "method": "ωB97M-V with the def2-TZVPD basis set", "species": ["S", "S", "S", "S", "S", "S", "S", "S", "S", "O", "O", "O", "O", "O", "O", "O", "O", "O", "O", "O", "O", "O", "O", "O", "O", "O", "O", "O", "O", "O", "O", "O", "O", "O", "O", "O", "C", "C", "C", "C", "C", "C", "C", "C", "C", "C", "C", "C", "C", "C", "C", "C", "C", "C", "C", "C", "C", "C", "C", "C", "C", "C", "C", "H", "H", "H", "H", "H", "H", "H", "H", "H", "H", "H", "H", "H", "H", "H", "H", "H", "H", "H", "H", "H", "H", "H", "H", "H", "H", "H", "H", "H", "H", "H", "H", "H", "H", "H", "H", "H", "H", "H", "H", "H", "H", "H", "H", "H", "H", "H", "H", "H", "H", "H", "H", "H", "H", "H", "H", "H", "H", "H", "H", "H", "H", "H", "H", "H", "H", "H", "H", "H", "H", "H", "H"], "coordinates": [[3.768168, -0.551835, -3.899938], [-2.232175, 0.790920, 7.669490], [-0.142913, -0.423305, -0.957548], [-1.073948, 3.617971, 4.013943], [-0.400904, -5.620361, 1.661503], [4.421399, -3.305074, 3.798950], [0.756482, 4.984148, -1.573585], [-1.795489, 2.907926, -5.622265], [0.652546, -3.892537, -7.521708], [-2.570376, 4.014759, 3.584541], [-1.358865, 1.904564, 7.797065], [-1.075788, 2.197776, 4.180237], [5.784551, -3.706550, 3.801855], [0.258389, -6.379289, 2.676872], [-1.206689, -4.401768, 2.379254], [4.967840, 0.421862, -4.205794], [-0.745936, -4.175507, -7.582977], [3.441617, -1.267476, -5.089689], [-0.680464, 4.265466, -1.551948], [-1.152184, -0.209936, 0.272100], [3.665453, -3.351159, 2.579963], [4.371377, -1.820740, 4.377134], [-1.856138, 3.171778, -7.203305], [-0.681383, -1.549218, -1.661235], [-1.338685, -6.208154, 0.764498], [1.655865, 4.008581, -2.097633], [0.637156, 6.231750, -2.265291], [-2.886222, 3.549894, -4.962444], [1.178937, -0.368368, -0.418491], [1.595605, -4.627555, -8.283754], [-0.106454, 4.294121, 3.210219], [-1.585852, 1.501838, -5.452643], [1.125973, -4.049712, -6.003877], [-1.944675, -0.162879, 8.909780], [-3.646424, 0.971087, 7.650123], [2.771545, 0.201907, -3.225205], [-2.434176, -4.781015, 3.001402], [-3.112666, 4.326767, -1.638890], [3.231683, 0.004419, 3.314899], [3.513973, -4.157661, 5.080443], [-2.906833, 2.415257, -7.851168], [-0.292525, 3.768780, -5.300928], [0.336891, -3.327813, -5.019136], [-3.694166, -4.352144, 2.272262], [0.818054, -4.558283, 0.910151], [0.596266, -3.976591, -3.669398], [-2.796067, -1.273260, 9.220816], [-3.312556, 2.347096, 1.902328], [4.490854, -1.707187, -2.738536], [-1.839236, 5.127870, -1.418137], [3.078248, -1.157955, 4.277479], [1.014614, 5.225504, 0.148019], [-2.942199, 2.855818, -9.286892], [7.322986, 0.783647, -4.580440], [-0.498541, -0.692550, 2.508931], [-3.996152, -0.911349, 10.073592], [-1.175150, 4.403743, 5.605203], [0.901777, -2.160522, -7.825652], [-2.868689, 3.766120, 2.183272], [-1.595385, -0.238212, 6.328625], [-0.450438, 1.124505, -1.763608], [-1.118384, -1.269526, 1.228466], [6.145997, -0.101490, -4.874122], [-4.532085, -4.764861, 2.849617], [0.833281, 4.304797, 0.690170], [1.906013, 5.817577, 0.329342], [3.800837, 0.807522, 3.786889], [7.174728, 1.845649, -4.759234], [-0.987158, 5.462054, 5.426355], [3.313060, -5.166068, 4.728149], [-0.710677, -3.514892, -5.243849], [8.156769, 0.456545, -5.210159], [-0.258822, -1.528699, 3.175943], [-2.445916, -5.814851, 3.348040], [-0.259872, -3.696261, -3.045554], [-0.490816, 4.828409, -5.148337], [-4.818054, -1.582287, 9.807477], [-3.497966, 2.179275, -9.930546], [-1.307766, 1.017461, -2.426556], [-2.102240, -1.634680, 1.520351], [6.384271, -1.110434, -4.538394], [5.054554, -2.412665, -3.346263], [-3.131089, -1.710415, 8.271354], [0.490223, 3.550173, -6.013003], [7.725855, 0.637571, -3.576105], [4.179199, -4.193368, 5.938784], [-1.915320, 2.949429, -9.653933], [1.941730, -2.013865, -7.562340], [3.707606, -2.261932, -2.235612], [0.206999, 5.913051, 0.425318], [-4.065271, 2.072039, 2.646687], [-3.849732, 2.607299, -7.327780], [0.456079, 1.449151, -2.262684], [-2.468630, -4.202183, 3.935491], [0.224940, -3.860000, 0.327205], [2.881947, -0.785007, 5.279272], [-0.059144, 3.437609, -4.283487], [1.416905, -3.597871, -3.055918], [-0.510150, -2.122241, 0.951022], [-2.893410, 3.552864, -2.373567], [1.422238, -4.136623, 1.705517], [0.823542, -2.029663, -8.906665], [-1.743209, 5.855971, -2.226396], [-3.778515, -4.872114, 1.317592], [2.609414, -3.593616, 5.278160], [-3.886243, -3.283340, 2.268593], [-1.167301, -0.008598, 3.019081], [2.275905, 0.452334, 3.039607], [-3.302632, 3.877491, -9.422924], [-1.010316, -0.985122, 6.852726], [-3.853363, 2.260594, 0.957604], [-1.833662, 5.668832, -0.468040], [-4.340419, 0.107635, 9.930142], [5.890862, -0.113701, -5.932685], [-1.150051, 0.521388, 5.699229], [-3.858141, -1.095470, 11.139916], [1.423503, -5.175582, 0.250049], [-2.101414, 4.194947, 6.122442], [-3.902314, 4.982119, -1.992083], [0.632685, -2.282145, -4.997273], [0.457421, -0.296341, 2.170744], [-2.217306, -2.070005, 9.686136], [-2.779522, 1.338609, -7.728906], [-0.784560, 1.772847, -0.958213], [-3.399311, 3.830340, -0.711113], [2.337866, -1.843727, 3.871760], [5.136873, -1.099519, -2.112705], [0.635966, -5.062221, -3.715480], [-3.699842, 4.438612, 1.970069], [-2.474433, -0.737563, 5.924615], [3.727984, -0.284933, 2.390859], [-2.510904, 1.612023, 1.892828], [0.192880, -1.489558, -7.355677], [-2.013948, 4.080004, 1.578215], [-0.300131, 4.101280, 6.180895]], "forces_ev_per_a": [[-0.03, -0.90, 0.53], [0.00, -1.26, 0.54], [-0.95, 0.88, 0.32], [-1.77, 0.59, 1.85], [0.14, 1.69, 0.81], [-0.46, 0.15, 0.27], [0.03, -0.47, -0.60], [1.10, 0.03, -1.14], [-0.35, 0.63, 1.01], [0.72, -0.09, -0.71], [0.24, 0.32, 0.16], [0.66, -0.34, -0.31], [0.11, 0.05, 0.14], [-0.17, -0.51, -0.01], [0.45, -0.46, -0.33], [0.21, 0.20, 0.56], [-0.26, -0.15, -0.22], [-0.14, -0.20, -0.56], [0.15, 0.06, 0.40], [-0.42, -0.05, -0.24], [-0.10, -0.05, 0.04], [0.03, -0.53, -0.13], [-0.34, -0.21, 0.52], [0.84, -0.18, -0.37], [0.26, -0.49, -0.42], [-0.11, -0.20, 0.23], [-0.11, 0.17, 0.36], [-0.25, 0.09, 0.17], [0.38, -0.73, -0.16], [0.29, -0.27, -0.32], [0.14, -0.27, -0.45], [-0.16, -0.11, 0.37], [0.03, 0.41, -0.57], [1.02, 0.25, 0.81], [-0.42, 0.23, -0.72], [-0.13, 0.52, 0.01], [-0.81, 1.17, 1.51], [0.88, -0.41, 0.55], [0.01, 0.59, 0.10], [0.68, -0.02, -0.42], [-0.93, -0.05, 0.11], [-0.51, 0.25, 1.31], [0.43, -1.11, 0.72], [-0.45, -1.43, 0.11], [-0.79, -0.81, -0.38], [-0.66, 0.46, 0.90], [-0.81, -0.32, -0.79], [-0.45, -0.32, 0.25], [0.20, 0.33, -1.00], [-0.28, 0.59, -1.03], [0.52, 0.74, -0.74], [-1.14, 1.10, -0.06], [0.68, 0.64, -0.41], [0.92, -0.13, 0.08], [0.37, -1.08, -0.63], [-0.51, -0.45, 0.34], [1.25, 0.44, -0.31], [0.40, -0.42, -0.77], [-0.43, 0.19, -0.40], [-1.58, 0.51, 1.14], [-0.77, -0.46, 0.18], [0.25, 0.14, 2.19], [-0.22, 0.24, -0.36], [0.11, 0.02, 0.11], [0.62, -0.12, 0.06], [0.41, -0.60, -0.01], [0.18, -0.10, -0.08], [-0.28, -0.04, -0.03], [-0.53, 0.08, -0.08], [-0.16, 0.02, -0.03], [-0.04, 0.47, -0.25], [-0.17, 0.06, -0.22], [-0.17, 0.04, 0.09], [0.11, -0.17, -0.58], [-0.08, -0.23, -0.06], [-0.06, 0.07, -0.59], [-0.02, 0.13, -0.14], [-0.05, -0.05, 0.08], [0.21, -0.15, -0.26], [-0.32, 0.12, -0.88], [-0.27, -0.07, -0.03], [0.18, 0.00, 0.17], [-0.11, 0.15, 0.05], [-0.02, -0.12, -0.05], [-0.42, 0.14, 0.17], [-0.12, 0.06, 0.12], [0.00, -0.50, -0.06], [0.10, 0.48, 0.29], [-0.13, 0.31, 0.24], [-0.03, -0.12, 0.07], [0.23, -0.11, 0.14], [0.02, 0.31, -0.13], [0.04, 0.06, 0.02], [0.39, -0.13, -0.02], [0.35, 0.25, -0.09], [-0.39, -0.28, 0.05], [0.42, -0.27, -0.21], [0.42, 0.00, -0.64], [-0.08, 0.09, -0.59], [-0.28, 0.12, -0.18], [-0.02, 0.20, -0.04], [-0.08, -0.14, 0.03], [-0.06, 0.13, 0.21], [0.09, 0.59, -0.29], [-0.12, -0.14, 0.06], [0.43, 0.10, -0.46], [0.27, 0.36, -0.07], [-0.12, -0.20, 0.14], [-0.43, -0.13, 0.28], [0.69, 0.21, -0.43], [0.26, 0.28, -0.16], [0.12, -0.19, 0.05], [0.10, 0.03, -0.15], [0.18, -0.15, -0.03], [0.43, -0.56, -0.51], [0.39, 0.24, -0.02], [0.04, -0.02, 0.02], [-0.06, -0.14, -0.08], [-0.10, -0.06, 0.00], [-0.20, 0.12, -0.24], [-0.08, 0.60, 0.45], [0.45, 0.42, 0.11], [0.64, 0.06, -0.14], [0.46, 0.27, -0.02], [-0.23, 0.01, -0.07], [-0.13, -0.09, 0.39], [-0.10, -0.30, 0.43], [0.03, 0.00, -0.20], [0.12, 0.10, 0.05], [0.14, 0.13, -0.47], [0.00, -0.19, 0.05], [0.06, 0.09, 0.11], [0.03, -0.19, 0.41], [-0.01, -0.05, 0.04], [-0.20, -0.48, 0.06]], "lowdin_charge": [0.54, 0.57, 0.59, 0.60, 0.60, 0.57, 0.56, 0.57, 0.56, -0.25, -0.27, -0.28, -0.26, -0.28, -0.28, -0.25, -0.28, -0.28, -0.29, -0.27, -0.29, -0.26, -0.26, -0.27, -0.26, -0.26, -0.27, -0.27, -0.27, -0.26, -0.27, -0.28, -0.26, -0.27, -0.27, -0.26, -0.29, -0.04, -0.05, -0.10, -0.27, -0.10, -0.24, -0.07, -0.09, -0.06, -0.26, -0.06, -0.10, -0.25, -0.25, -0.11, -0.07, -0.07, -0.05, -0.07, -0.11, -0.12, -0.25, -0.09, -0.09, -0.26, -0.25, 0.08, 0.07, 0.09, 0.08, 0.08, 0.07, 0.08, 0.12, 0.08, 0.08, 0.12, 0.06, 0.08, 0.08, 0.08, 0.08, 0.11, 0.11, 0.06, 0.11, 0.08, 0.08, 0.07, 0.08, 0.06, 0.07, 0.07, 0.09, 0.12, 0.06, 0.12, 0.05, 0.13, 0.05, 0.07, 0.07, 0.07, 0.05, 0.07, 0.11, 0.08, 0.06, 0.07, 0.05, 0.06, 0.08, 0.07, 0.08, 0.11, 0.07, 0.12, 0.03, 0.08, 0.08, 0.08, 0.09, 0.11, 0.06, 0.12, 0.12, 0.06, 0.05, 0.09, 0.08, 0.08, 0.13, 0.07, 0.09, 0.06, 0.07, 0.10, 0.08], "smiles": "CCOS(C)(=O)=O.CCOS(C)(=O)=O.CCOS(C)(=O)=O.CCOS(C)(=O)=O.CCOS(C)(=O)=O.CCOS(C)(=O)=O.CCOS(C)(=O)=O.CCOS(C)(=O)=O.CCOS(C)(=O)=O", "charge": 0, "fmax_ev_per_a": 2.62, "energy_ha": -6686.9617}